{
  "formula": "C6H15N4O",
  "method": "ωB97M-V with the def2-TZVPD basis set",
  "symbols": ["C", "C", "C", "C", "C", "C", "N", "N", "N", "N", "O", "H", "H", "H", "H", "H", "H", "H", "H", "H", "H", "H", "H", "H", "H", "H"],
  "coordinates": [[-1.4069, 0.4443, -1.4645], [-0.1388, 0.9296, -0.7246], [-1.2719, -1.8698, -0.8373], [-0.8046, 0.8204, 1.6726], [1.4163, 0.0264, 0.9917], [2.1284, 1.5138, 1.0723], [-0.8165, -4.1971, -0.8103], [-1.3872, -3.1258, -0.9647], [-1.3492, -0.9971, -1.8604], [0.0795, 0.2487, 0.5526], [2.2589, 2.1898, -0.1586], [-2.2248, 0.5618, -0.8494], [-1.7317, 0.9505, -2.4296], [0.7632, 0.6835, -1.2523], [-0.2925, 2.0030, -0.7710], [-1.0320, -1.5760, 0.2112], [-0.7548, 1.8773, 1.7885], [-1.7575, 0.6667, 1.2959], [-0.6704, 0.4189, 2.6423], [1.4153, -0.4685, 1.9941], [2.1497, -0.6256, 0.4270], [1.4447, 2.0045, 1.7605], [3.2112, 1.2856, 1.4148], [-1.3529, -5.0758, -0.8292], [-0.9653, -1.3129, -2.7140], [3.0898, 2.6238, -0.1578]],
  "forces_ev_per_angstrom": [[1.446, -0.901, -2.714], [-0.265, -0.699, -0.734], [0.808, 2.005, -0.481], [1.583, -0.224, -2.134], [3.044, 1.981, -0.010], [1.688, -3.104, 0.940], [1.257, 1.432, -0.432], [-0.551, -4.393, 0.110], [-0.114, -0.080, 3.446], [-2.462, -0.054, 1.298], [-1.639, -0.856, -0.162], [-1.906, 0.029, 1.456], [1.091, -0.088, 1.279], [0.192, 0.229, -0.894], [0.568, 0.467, 0.852], [-0.765, 0.670, -0.593], [0.595, 1.124, -0.149], [-2.217, -0.540, -0.129], [0.312, -1.011, 0.657], [-0.132, 0.822, -0.562], [-1.493, 0.498, -0.334], [0.685, 0.718, 0.266], [-1.907, 0.700, 0.353], [-0.986, 0.698, -0.002], [0.083, -0.046, -1.262], [1.082, 0.622, -0.064]],
  "smiles": "[H]/N=N/C=[NH+]/CCN(C)CCO",
  "e_lumo_ha": [-0.192, -0.192],
  "max_force_ev_per_a": 4.43,
  "orbital_gap_ev": [6.6, 6.6],
  "total_charge": 1,
  "relative_energy_kj_mol": 432.2
}

***

{
  "formula": "C5H14NP",
  "method": "ωB97M-V with the def2-TZVPD basis set",
  "symbols": ["C", "C", "C", "C", "C", "N", "P", "H", "H", "H", "H", "H", "H", "H", "H", "H", "H", "H", "H", "H", "H"],
  "coordinates": [[2.5303, 0.4066, -0.4728], [-1.9849, -0.5693, 1.2499], [-0.9770, -1.1018, -1.2493], [-1.0492, 1.6562, -0.3506], [2.1207, -0.4007, 0.7205], [0.4964, -0.1106, 1.1729], [-0.6920, -0.0255, 0.1464], [1.8336, 0.3397, -1.3520], [2.5709, 1.4373, -0.3342], [3.5250, 0.2115, -0.8613], [-2.9895, -0.3169, 1.0912], [-2.0182, -1.7753, 1.2914], [-1.6113, -0.3661, 2.2313], [-1.0180, -2.0902, -0.8569], [-1.9787, -0.8806, -1.6019], [-0.2531, -0.9215, -2.1369], [-0.9960, 2.2063, 0.7260], [-0.1957, 2.0512, -0.9472], [-2.0254, 1.9661, -0.7474], [2.6523, -0.2215, 1.6930], [2.0599, -1.4950, 0.5879]],
  "forces_ev_per_angstrom": [[-0.385, -0.791, -1.595], [0.587, -4.039, 0.813], [1.374, 0.795, -2.023], [1.364, 2.300, 2.850], [-2.722, -0.046, 1.800], [6.119, -0.015, 1.814], [-2.775, -0.088, -3.642], [0.383, -0.546, 0.817], [-0.152, 1.926, 1.006], [0.209, -0.731, 0.185], [-1.252, 0.850, -0.355], [0.301, 2.585, -0.444], [-0.274, 0.624, 0.759], [0.412, -1.187, -0.030], [-0.809, 0.299, -0.250], [-1.193, -0.618, 1.754], [0.004, -0.757, -2.184], [-0.874, -0.251, 0.398], [-0.014, -0.793, -0.203], [-0.478, 0.104, -1.156], [0.176, 0.380, -0.314]],
  "multiplicity": 3,
  "e_lumo_ha": [0.044, -0.087],
  "max_force_ev_per_a": 6.38,
  "orbital_gap_ev": [3.7, 8.3],
  "total_charge": 0,
  "relative_energy_kj_mol": 344.2
}

***

{
  "formula": "C2H2N2O2S",
  "method": "ωB97M-V with the def2-TZVPD basis set",
  "symbols": ["C", "C", "N", "N", "O", "O", "S", "H", "H"],
  "coordinates": [[-1.1383, 1.0909, -0.2355], [-1.2395, -0.2286, 0.2432], [-1.1359, 2.1661, -0.4789], [0.6453, -0.8680, 1.0311], [2.9572, -0.5763, 0.2948], [1.1817, 0.1715, -1.2713], [1.6293, -0.3957, -0.0374], [-2.0232, -0.4491, 0.9343], [-0.8765, -0.9108, -0.4803]],
  "forces_ev_per_angstrom": [[-0.229, -5.499, 2.327], [3.557, -1.118, 0.150], [0.058, 6.670, -1.808], [-2.265, 1.634, -1.158], [3.540, -0.276, 0.152], [0.555, -0.055, -0.146], [-4.216, -0.064, 0.714], [0.021, -0.349, 0.483], [-1.021, -0.944, -0.715]],
  "e_lumo_ha": [-0.068, -0.068],
  "max_force_ev_per_a": 6.91,
  "orbital_gap_ev": [9.0, 9.0],
  "total_charge": 0,
  "relative_energy_kj_mol": 465.3
}

***

{
  "formula": "C60H60N12",
  "method": "ωB97M-V with the def2-TZVPD basis set",
  "symbols": ["N", "C", "C", "C", "C", "C", "H", "H", "H", "H", "H", "N", "C", "C", "C", "C", "C", "H", "H", "H", "H", "H", "N", "C", "C", "C", "C", "C", "H", "H", "H", "H", "H", "N", "C", "C", "C", "C", "C", "H", "H", "H", "H", "H", "N", "C", "C", "C", "C", "C", "H", "H", "H", "H", "H", "N", "C", "C", "C", "C", "C", "H", "H", "H", "H", "H", "N", "C", "C", "C", "C", "C", "H", "H", "H", "H", "H", "N", "C", "C", "C", "C", "C", "H", "H", "H", "H", "H", "N", "C", "C", "C", "C", "C", "H", "H", "H", "H", "H", "N", "C", "C", "C", "C", "C", "H", "H", "H", "H", "H", "N", "C", "C", "C", "C", "C", "H", "H", "H", "H", "H", "N", "C", "C", "C", "C", "C", "H", "H", "H", "H", "H"],
  "coordinates": [[0.4591, 6.6957, -1.0605], [0.6631, 5.6456, -0.2065], [1.0695, 5.8331, 1.1271], [1.2364, 7.1365, 1.5821], [0.9846, 8.2136, 0.7130], [0.5185, 7.9446, -0.5993], [0.4987, 4.6582, -0.6121], [1.1398, 5.0294, 1.8451], [1.6963, 7.2668, 2.5506], [1.2271, 9.2435, 0.9296], [0.3309, 8.7188, -1.3285], [0.7388, -1.7030, 5.6856], [-0.3899, -2.3763, 5.2630], [-0.8618, -2.2841, 3.9745], [-0.1787, -1.4367, 3.0377], [0.9529, -0.8009, 3.4519], [1.4157, -0.9417, 4.7922], [-0.8508, -3.1642, 5.8402], [-1.6485, -2.9223, 3.5999], [-0.4900, -1.4236, 2.0036], [1.6743, -0.2913, 2.8304], [2.3115, -0.4397, 5.1267], [2.3556, 0.0130, -1.1368], [2.3999, 0.8333, -0.0253], [1.2595, 1.4481, 0.5217], [0.0436, 1.1153, -0.0676], [-0.0083, 0.1513, -1.1300], [1.1930, -0.2642, -1.6798], [3.3510, 0.9439, 0.4742], [1.3431, 2.0875, 1.3881], [-0.8860, 1.4937, 0.3310], [-0.9609, -0.1438, -1.5445], [1.1679, -1.0167, -2.4541], [-4.6342, -2.4347, 1.5475], [-4.4580, -1.8205, 2.7643], [-3.8784, -0.5728, 2.9006], [-3.4117, 0.0954, 1.7661], [-3.5711, -0.5396, 0.5401], [-4.1715, -1.7915, 0.4455], [-4.7894, -2.4449, 3.5808], [-3.6633, -0.2024, 3.8920], [-2.7957, 0.9822, 1.7878], [-3.1873, -0.0202, -0.3255], [-4.3952, -2.2338, -0.5140], [0.6862, -2.9136, -4.6285], [0.4895, -3.0264, -5.9887], [-0.4275, -3.9751, -6.4460], [-1.0955, -4.7742, -5.5322], [-0.8410, -4.6484, -4.1642], [0.0462, -3.7202, -3.7265], [1.0409, -2.4543, -6.7202], [-0.6480, -4.1007, -7.4958], [-1.8218, -5.5467, -5.7379], [-1.4097, -5.2307, -3.4543], [0.1846, -3.5159, -2.6751], [4.0144, -6.0504, -1.6642], [3.1743, -5.0765, -2.0562], [3.2346, -3.7759, -1.5639], [4.0554, -3.5212, -0.4735], [4.8419, -4.5948, 0.0777], [4.8049, -5.8272, -0.5842], [2.5976, -5.3244, -2.9351], [2.6750, -2.9418, -1.9608], [4.1085, -2.5408, -0.0236], [5.6007, -4.4432, 0.8311], [5.4442, -6.6046, -0.1929], [-2.4328, 4.3022, 0.0357], [-3.3093, 3.5278, -0.6955], [-4.4836, 4.0710, -1.2210], [-4.7914, 5.4154, -0.9450], [-3.8715, 6.2050, -0.2114], [-2.7437, 5.5832, 0.2846], [-3.0185, 2.4886, -0.7370], [-5.1161, 3.3653, -1.7390], [-5.6927, 5.8280, -1.3736], [-4.0208, 7.2568, -0.0172], [-1.9944, 6.1626, 0.8034], [-4.1773, -1.9744, -3.3276], [-5.0383, -1.0744, -3.8322], [-4.6380, 0.1331, -4.4669], [-3.2270, 0.4241, -4.4888], [-2.3686, -0.5030, -3.8630], [-2.8828, -1.7035, -3.3398], [-6.0907, -1.3111, -3.7784], [-5.3241, 0.7988, -4.9693], [-2.8312, 1.2984, -4.9840], [-1.2914, -0.4300, -3.8378], [-2.2952, -2.4835, -2.8786], [-2.8367, 2.3391, 5.4566], [-3.2190, 3.4569, 4.7611], [-2.5949, 3.8170, 3.5895], [-1.4175, 3.1175, 3.2187], [-0.9287, 2.0763, 3.9846], [-1.6828, 1.7170, 5.0605], [-4.1061, 3.9629, 5.1123], [-2.7754, 4.6465, 2.9218], [-0.8817, 3.3630, 2.3137], [0.0214, 1.6611, 3.6825], [-1.4496, 0.8394, 5.6451], [-1.0706, -3.3611, -0.5501], [-1.9779, -4.4179, -0.3756], [-1.7360, -5.4369, 0.5679], [-0.6492, -5.3237, 1.4551], [0.2513, -4.2823, 1.3100], [0.0578, -3.3158, 0.2530], [-2.8785, -4.4993, -0.9660], [-2.5415, -6.1520, 0.6474], [-0.5818, -6.0102, 2.2861], [1.1000, -4.1425, 1.9631], [0.7724, -2.5119, 0.1556], [2.6196, 2.2962, 3.8359], [2.1151, 2.8229, 4.9870], [2.8405, 2.8462, 6.1774], [4.0753, 2.2721, 6.2502], [4.6005, 1.7094, 5.0828], [3.8629, 1.7357, 3.8788], [1.0919, 3.1641, 4.9312], [2.3990, 3.2162, 7.0909], [4.5766, 2.3111, 7.2060], [5.6293, 1.3861, 5.0251], [4.2398, 1.2531, 2.9892], [5.6464, 0.1204, -4.6984], [4.4542, -0.2235, -4.1606], [3.7265, -1.4104, -4.5139], [4.2769, -2.2197, -5.5016], [5.4667, -1.8933, -6.1206], [6.0887, -0.6897, -5.7336], [4.0016, 0.4457, -3.4438], [2.8711, -1.6909, -3.9172], [3.8491, -3.1950, -5.6808], [5.8072, -2.5760, -6.8850], [6.9700, -0.2783, -6.2032]],
  "forces_ev_per_angstrom": [[-0.578, -1.141, 0.661], [0.228, 1.634, 0.152], [-1.046, 0.365, -0.779], [0.418, 0.613, -0.975], [-0.166, -0.567, -0.722], [1.270, -1.189, 1.235], [0.068, -0.050, -0.097], [0.285, -0.312, -0.228], [-0.255, 0.332, 0.192], [-0.175, 0.020, 0.498], [-0.070, 0.217, 0.083], [-0.270, -0.041, -0.594], [1.525, 0.559, -0.965], [0.934, 1.161, -1.294], [-0.725, -1.207, 0.867], [1.692, 0.062, 1.356], [-2.624, -1.341, 0.046], [0.222, 0.354, 0.921], [-0.271, 0.084, 0.183], [-0.136, 0.174, -0.036], [-0.488, 0.324, -0.578], [0.089, -0.026, 0.136], [1.393, 1.295, 1.948], [-1.165, -0.809, -1.226], [0.450, -0.890, -1.002], [-0.182, -1.484, -0.928], [0.055, 2.194, 1.162], [-0.978, -0.682, 0.796], [0.261, 0.073, -0.283], [0.006, 0.084, 0.066], [-0.092, 0.177, 0.062], [0.011, -0.116, 0.033], [0.175, 0.080, -0.536], [0.651, 1.018, 0.161], [-0.145, -0.821, -2.238], [0.571, 0.077, 0.204], [0.051, -1.255, -0.201], [0.165, 0.368, 0.040], [-0.903, 0.230, 1.634], [-0.011, 0.294, 0.339], [-0.197, 0.241, 0.089], [-0.310, 0.323, 0.395], [-0.043, -0.212, -0.372], [0.232, -0.232, -0.098], [0.373, 0.182, -0.773], [-0.981, -1.582, 2.663], [-0.256, -0.203, -0.077], [0.152, -0.182, 1.164], [-0.835, -0.569, -0.483], [0.903, 1.820, -1.980], [0.249, 0.477, 0.479], [0.140, 0.119, -0.156], [-0.046, 0.131, -0.830], [0.047, -0.205, 0.055], [0.278, 0.023, 0.045], [-0.199, -0.013, 1.148], [1.586, -0.195, -0.364], [0.096, 0.067, 0.988], [0.997, -1.652, 0.802], [-0.780, 0.782, -1.774], [-0.897, 1.320, -0.343], [-0.332, 0.056, -0.008], [-0.257, -0.185, -0.247], [0.011, 0.160, -0.127], [-0.283, 0.145, 0.330], [-0.020, -0.405, -0.422], [-1.001, -0.828, -0.394], [0.930, 2.376, 1.512], [0.622, -0.194, 0.870], [1.030, -0.154, -0.117], [-1.158, -0.948, -0.571], [0.385, -0.810, -0.972], [-0.166, -0.114, -0.439], [-0.390, 0.389, -0.233], [-0.065, 0.192, 0.138], [-0.222, 0.007, -0.042], [0.115, 0.011, 0.264], [-1.123, 0.346, 0.018], [0.886, 1.097, -0.794], [2.068, -0.869, 0.608], [-1.179, -1.564, 0.785], [-0.422, -0.471, -0.363], [-0.519, 0.876, -0.195], [-0.100, -0.163, 0.039], [-0.204, -0.062, 0.172], [-0.045, 0.094, 0.045], [0.098, 0.490, -0.188], [0.571, 0.229, -0.057], [1.070, 0.850, -0.984], [0.221, -1.761, 0.256], [2.302, -0.338, -0.866], [-0.759, 0.261, 0.248], [0.093, 1.043, -1.081], [-2.113, -0.130, 1.441], [-0.038, 0.042, 0.155], [-0.880, 0.183, 0.353], [-0.116, 0.370, -0.175], [-0.127, -0.531, 0.281], [0.221, -0.087, 0.179], [0.317, -1.171, 1.029], [3.131, 0.588, 1.240], [-0.304, 1.690, -0.420], [-0.594, 0.159, -0.459], [-0.309, 1.150, -1.668], [-2.693, -2.464, 0.494], [0.073, 0.563, -0.336], [0.307, -0.432, 0.306], [0.236, -0.155, -0.021], [0.013, -0.143, 0.125], [-0.136, 0.211, -0.397], [0.422, -0.309, 0.764], [1.236, -0.782, -0.993], [-1.312, -0.044, 0.044], [0.546, -0.208, -0.835], [0.104, 0.463, -0.792], [-1.211, 0.883, 1.980], [0.073, 0.287, 0.044], [-0.206, 0.253, -0.082], [0.407, -0.245, -0.146], [-0.004, -0.413, 0.228], [0.016, 0.186, -0.188], [-1.157, -1.421, -1.455], [0.082, -1.269, -1.026], [1.689, 1.327, 0.252], [-0.437, -0.357, 1.234], [0.101, 1.395, 0.223], [-0.749, 0.352, 1.339], [0.292, 0.075, 0.319], [-0.223, 0.021, -0.404], [-0.299, -0.030, -0.236], [0.502, 0.326, -0.117], [0.231, -0.388, -0.135]],
  "smiles": "c1ccncc1.c1ccncc1.c1ccncc1.c1ccncc1.c1ccncc1.c1ccncc1.c1ccncc1.c1ccncc1.c1ccncc1.c1ccncc1.c1ccncc1.c1ccncc1",
  "e_lumo_ha": 0.016,
  "max_force_ev_per_a": 3.68,
  "orbital_gap_ev": 9.5,
  "total_charge": 0,
  "relative_energy_kj_mol": 268.4
}